[1]
{
  "formula": "C3H3ClS2",
  "method": "ωB97M-V/def2-TZVPD",
  "energy_ev": -37350.909,
  "smiles": "C=C(Cl)C(=S)S",
  "multiplicity": 1,
  "e_homo_ev": -9.031,
  "gap_ev": 7.90,
  "de_lowest_kj_mol": 78.9,
  "fmax_ha_per_bohr": 0.056,
  "symbols": ["C", "S", "H", "S", "C", "Cl", "H", "H", "C"],
  "coordinates": [[0.653, -1.453, 0.256], [-2.108, -0.588, -0.407], [1.633, -1.873, 0.637], [-1.317, 2.157, 0.027], [-0.887, 0.448, -0.305], [1.875, 0.867, -0.392], [-0.245, -1.977, 0.372], [-0.042, 2.582, -0.019], [0.438, -0.164, -0.169]]
}



[2]
{
  "formula": "C5H8Cl2",
  "method": "ωB97M-V/def2-TZVPD",
  "energy_ev": -30357.700,
  "smiles": "C=C(C)[C@H](Cl)CCl",
  "multiplicity": 1,
  "e_homo_ev": -9.963,
  "gap_ev": 10.68,
  "de_lowest_kj_mol": 210.5,
  "fmax_ha_per_bohr": 0.100,
  "symbols": ["C", "H", "C", "H", "H", "H", "H", "C", "H", "C", "Cl", "Cl", "H", "C", "H"],
  "coordinates": [[1.265, 1.113, 1.320], [-2.164, 0.209, -0.665], [2.175, -1.092, 0.171], [1.738, -2.069, 0.545], [3.193, -0.906, 0.653], [2.232, -1.323, -0.866], [-1.351, 1.615, 0.010], [1.147, 0.158, 0.408], [2.032, 1.279, 2.129], [-1.307, 0.579, -0.033], [-1.903, -0.396, 1.396], [0.402, 0.213, -2.132], [0.498, 1.670, 1.578], [-0.013, -0.124, -0.326], [-0.264, -1.160, -0.112]]
}



[3]
{
  "formula": "C6H6N4O3S",
  "method": "ωB97M-V/def2-TZVPD",
  "energy_ev": -29252.107,
  "smiles": "COC1=NC=N[C@H](SC#N)[C@@H]1[N+](=O)[O-]",
  "multiplicity": 1,
  "e_homo_ev": -9.798,
  "gap_ev": 9.17,
  "de_lowest_kj_mol": 331.0,
  "fmax_ha_per_bohr": 0.068,
  "symbols": ["C", "H", "C", "N", "C", "H", "O", "C", "C", "O", "H", "C", "S", "N", "O", "H", "H", "N", "N", "H"],
  "coordinates": [[-3.224, -0.571, -0.426], [-3.018, -0.225, -1.400], [3.553, 0.366, 0.329], [0.930, 1.613, 0.459], [-0.071, 1.880, -0.294], [0.481, -1.691, 0.994], [-1.965, -1.091, 0.015], [0.922, 0.452, 1.252], [0.399, -0.741, 0.460], [2.077, -1.818, -0.677], [-0.017, 2.652, -1.039], [-0.976, -0.212, 0.042], [2.799, 0.084, 1.801], [1.194, -1.035, -0.761], [0.961, -0.462, -1.809], [0.463, 0.515, 2.202], [-3.905, -1.456, -0.306], [3.975, 0.577, -0.720], [-1.132, 1.008, -0.416], [-3.448, 0.157, 0.295]]
}



[4]
{
  "formula": "C20H55N5O5",
  "method": "ωB97M-V/def2-TZVPD",
  "energy_ev": -39307.690,
  "smiles": "COC[C@H](C)N.COC[C@H](C)N.COC[C@H](C)N.COC[C@H](C)N.COC[C@H](C)N",
  "multiplicity": 1,
  "e_homo_ev": -8.569,
  "gap_ev": 9.16,
  "de_lowest_kj_mol": 956.2,
  "fmax_ha_per_bohr": 0.153,
  "symbols": ["H", "H", "H", "H", "H", "H", "H", "H", "H", "C", "H", "H", "H", "H", "N", "H", "H", "H", "H", "C", "C", "C", "H", "H", "N", "H", "C", "C", "H", "H", "N", "H", "C", "H", "O", "H", "H", "C", "C", "H", "H", "O", "H", "H", "C", "C", "H", "N", "H", "H", "C", "H", "C", "H", "H", "N", "H", "H", "H", "C", "H", "H", "C", "C", "C", "H", "H", "O", "H", "C", "H", "H", "H", "H", "H", "H", "H", "H", "C", "O", "H", "H", "C", "O", "H"],
  "coordinates": [[-2.734, -2.257, -3.459], [-5.300, -2.293, -1.412], [2.228, 5.167, -0.943], [1.605, -1.491, 0.078], [3.872, 0.896, -3.066], [2.163, -1.818, 2.608], [5.128, -2.146, 3.193], [3.681, 1.842, -4.404], [-4.132, 1.315, -4.168], [5.398, 2.012, 4.129], [-3.169, 2.684, -2.442], [-0.262, 0.611, -0.384], [3.066, 3.022, -1.652], [0.068, 3.665, -4.230], [-5.933, -2.554, -0.544], [5.779, 1.762, 3.170], [5.440, 3.008, 4.395], [6.482, -0.286, 3.510], [1.795, -0.725, 3.641], [6.130, -0.317, 4.607], [-4.486, -0.815, -3.977], [0.029, -0.264, -0.584], [0.951, 5.895, -1.264], [2.298, 0.029, -0.053], [1.742, 5.459, -1.642], [1.425, 4.795, -4.429], [1.307, 4.248, -2.330], [-3.892, -1.973, -3.312], [0.706, 3.838, -1.420], [6.875, -0.863, 5.082], [-4.528, -0.956, -5.481], [-5.627, -4.218, 0.864], [-4.194, -2.582, 4.046], [7.642, 1.045, 6.522], [2.112, 2.007, -3.012], [-3.958, -1.832, -2.380], [-5.466, -1.733, 2.397], [-1.020, -1.299, -0.245], [3.123, 1.171, -3.671], [-2.798, 0.316, -3.890], [4.363, 1.835, 3.823], [-3.736, 0.775, -2.099], [-1.856, -0.960, -0.864], [-3.448, -4.646, 0.640], [-2.940, 1.849, -1.825], [2.080, -0.813, 2.585], [-5.447, -0.676, -3.539], [7.394, 1.567, 5.642], [1.131, 0.219, -2.252], [-4.072, -1.718, 1.550], [-4.938, -2.382, 1.854], [-0.467, -2.247, -0.394], [4.531, -2.039, 4.185], [-2.987, 2.209, -0.774], [-4.172, -4.334, -0.853], [0.305, -0.289, -1.966], [-4.276, -2.940, -3.548], [-0.514, -0.034, -2.524], [-3.653, -3.269, 4.668], [-3.755, -3.888, 0.011], [-4.953, -1.780, -6.001], [-6.399, -1.785, -0.217], [0.634, 4.565, -3.666], [1.326, -0.505, 0.288], [6.073, 1.063, 5.184], [-1.848, 1.643, -2.157], [3.130, 3.891, -3.289], [1.028, -0.377, 1.593], [-1.217, -1.474, 0.819], [-3.724, 0.416, -3.520], [2.535, 0.396, -4.268], [8.187, 1.305, 5.055], [-3.033, -3.096, -0.157], [3.397, -2.221, 4.382], [5.206, -2.776, 4.685], [-3.353, -1.713, 4.014], [-0.216, 5.265, -3.751], [-5.046, -0.202, -5.655], [2.584, 3.255, -2.566], [4.710, -0.794, 4.644], [3.043, -0.342, 2.426], [-5.008, -2.108, 4.579], [-5.083, -3.245, 0.535], [-4.483, -3.207, 2.874], [5.419, 1.238, 6.004]]
}